1.
Computed, not measured: a single C9H9N3O molecule, with ωB97M-V/def2-TZVPD.

```
! RIJCOSX wB97M-V def2-TZVPD def2/J DEFGRID3
* xyz 0 1
O -1.43 -1.21 3.33
C -1.30 -0.93 2.18
C -1.65 -1.86 1.01
N -1.37 -1.00 -0.17
N -2.08 -0.60 -1.17
N -1.81 0.50 -1.62
C -0.70 1.13 -0.88
C 0.45 1.52 -1.83
C 1.53 0.76 -1.86
C 1.81 -0.36 -0.92
C 0.96 -0.58 0.08
C -0.33 0.06 0.19
C -0.81 0.37 1.66
H -1.01 -2.86 0.98
H -2.81 -2.19 1.12
H -1.10 2.12 -0.45
H 0.29 2.34 -2.55
H 2.31 0.86 -2.65
H 2.77 -0.83 -1.01
H 1.01 -1.39 0.89
H -1.72 1.15 1.50
H -0.09 0.95 2.21
*
```

Values from the calculation:
Kohn-Sham gap   9.28 eV

=====

2.
Computed, not measured: a 2-piece molecular cluster, C9H9N3O overall, with ωB97M-V/def2-TZVPD.

```
! RIJCOSX wB97M-V def2-TZVPD def2/J DEFGRID3
* xyz 0 1
C 0.38 -2.40 2.21
C -0.40 -1.45 2.94
C 0.69 -2.24 0.89
C -0.94 -0.35 2.35
C 0.18 -1.10 0.23
C -0.69 -0.15 0.97
C 1.66 2.21 -1.89
C -0.49 0.44 -1.08
C -1.19 0.78 -2.35
N 0.31 -0.69 -1.00
N -1.10 0.77 0.15
N 0.80 1.99 -0.92
O 1.77 1.73 -2.98
H 0.74 -3.27 2.74
H -0.57 -1.64 3.99
H 1.28 -2.96 0.35
H -1.54 0.37 2.90
H 2.35 3.04 -1.57
H -1.60 1.79 -2.28
H -2.01 0.08 -2.48
H -0.50 0.70 -3.18
H 0.85 2.34 0.01
*
```

Values from the calculation:
Kohn-Sham gap   7.00 eV

=====

Which of them is most stable? Easy: 2.

=====

1.
Computed, not measured: a single C4H9N3O2 molecule, with ωB97M-V/def2-TZVPD.

```
! RIJCOSX wB97M-V def2-TZVPD def2/J DEFGRID3
* xyz 0 1
C -0.11 0.07 -0.93
C -0.55 -0.91 -1.93
C 0.05 -0.35 0.50
C 1.50 0.19 0.93
N -2.35 0.30 0.44
N 1.67 1.55 0.89
O -1.03 0.78 0.81
N 2.44 -0.61 1.16
O -0.19 -1.56 0.75
H 0.48 0.92 -1.27
H -2.59 -0.42 1.12
H -2.94 1.11 0.64
H 0.87 2.11 1.12
H 2.55 1.88 1.28
H 2.12 -1.58 1.07
H 0.32 -1.45 -2.32
H -1.00 -0.38 -2.78
H -1.22 -1.64 -1.48
*
```

Values from the calculation:
Kohn-Sham gap (alpha / beta)   7.11 / 7.11 eV

=====

2.
Computed, not measured: a single C4H9N3O2 molecule, with ωB97M-V/def2-TZVPD.

```
! RIJCOSX wB97M-V def2-TZVPD def2/J DEFGRID3
* xyz 0 1
H -1.43 2.01 -0.43
N -0.80 1.47 -0.86
C -0.50 0.32 -0.69
C 0.62 -0.62 -0.84
C 1.64 -0.62 0.31
C 2.12 0.77 0.69
N -1.78 -0.67 0.14
N -3.02 -0.20 0.29
O -3.22 1.00 0.34
O -3.89 -1.02 0.48
H 1.11 -0.19 -1.83
H 0.44 -1.70 -1.08
H 1.21 -1.12 1.27
H 2.56 -1.18 0.03
H 2.57 1.14 -0.22
H 2.94 0.78 1.40
H 1.36 1.52 1.14
H -1.94 -1.69 -0.14
*
```

Values from the calculation:
Kohn-Sham gap   10.46 eV

=====

Which of them is most stable? Easy: 1.

=====

1.
Computed, not measured: a 4-piece molecular cluster, C4H16O4 overall, with ωB97M-V/def2-TZVPD.

```
! RIJCOSX wB97M-V def2-TZVPD def2/J DEFGRID3
* xyz 0 1
C -2.02 -2.99 -2.21
C -1.00 -3.11 -1.10
C -0.25 -1.79 -0.60
C 0.23 -0.88 -1.72
O 1.01 0.14 -1.11
H -2.64 -2.11 -2.07
H -2.73 -3.87 -2.24
H -1.63 -2.93 -3.21
H -1.50 -3.57 -0.25
H -0.11 -3.70 -1.37
H -0.98 -1.36 0.06
H 0.64 -2.10 -0.02
H -0.67 -0.58 -2.25
H 0.91 -1.51 -2.29
H 1.61 0.49 -1.78
O -0.24 4.83 4.11
H -0.53 5.48 3.46
H 0.60 5.16 4.44
O 0.93 1.86 3.55
H 0.94 1.42 4.42
H -0.02 1.96 3.41
O 2.74 3.05 -0.69
H 2.35 3.83 -0.29
H 2.35 2.27 -0.26
*
```

Values from the calculation:
Kohn-Sham gap   10.97 eV

=====

2.
Computed, not measured: C4H16O4 as an isolated structure, with ωB97M-V/def2-TZVPD.

```
! RIJCOSX wB97M-V def2-TZVPD def2/J DEFGRID3
* xyz 0 1
C -0.40 -0.86 1.88
O -0.57 -0.42 0.51
H 0.05 -0.25 2.66
H -1.34 -1.19 2.33
H 0.18 -1.78 1.86
H -0.77 -1.21 0.00
C -0.79 1.43 -1.14
O -1.40 1.45 0.11
H -0.31 0.50 -1.43
H -1.49 1.65 -1.95
H -0.19 2.34 -1.05
H -1.28 0.57 0.49
C 1.76 1.79 0.21
O 2.87 2.13 1.16
H 1.38 0.80 0.46
H 0.99 2.53 0.42
H 2.14 1.97 -0.80
H 2.87 3.09 1.13
C -0.49 -2.29 -1.48
O -1.10 -2.34 -0.20
H -0.34 -1.23 -1.66
H 0.45 -2.83 -1.38
H -1.22 -2.62 -2.22
H -0.99 -3.24 0.10
*
```

Values from the calculation:
Kohn-Sham gap   8.66 eV

=====

Which of them is most stable? Easy: 1.

=====

1.
Computed, not measured: a 11-piece molecular cluster, H21O11 overall, with ωB97M-V/def2-TZVPD.

```
! RIJCOSX wB97M-V def2-TZVPD def2/J DEFGRID3
* xyz -1 1
O -4.64 0.32 0.48
H -4.21 0.80 1.31
H -3.86 0.40 -0.21
O -2.13 -0.30 0.90
H -1.43 -0.35 0.16
H -1.82 -0.32 -3.97
O -0.82 1.31 2.89
H -0.83 0.61 -1.26
H -1.21 -1.90 2.73
O 2.68 -4.17 -0.56
H 1.98 -3.92 -1.06
H 1.90 2.46 -1.88
O 3.62 -1.47 2.67
H 0.26 1.60 -3.92
H 3.31 -3.78 -0.88
O -0.40 -1.76 3.16
H 0.21 -1.53 2.35
H -0.91 -0.47 -2.51
O -0.77 -0.32 -3.65
H -0.07 1.60 2.58
O -0.88 -0.30 -1.10
H -1.42 0.78 2.19
H 1.47 0.16 0.57
O 2.06 0.61 1.20
H 2.01 1.47 0.69
H -2.78 -0.88 0.82
O -0.19 2.44 -3.54
H 3.52 -0.58 2.15
H -0.47 2.12 -2.69
O 1.93 3.07 -0.97
H 2.63 -1.42 2.81
H 1.27 3.70 -1.43
*
```

Values from the calculation:
Kohn-Sham gap   9.21 eV

=====

2.
Computed, not measured: a 11-piece molecular cluster, H21O11 overall, with ωB97M-V/def2-TZVPD.

```
! RIJCOSX wB97M-V def2-TZVPD def2/J DEFGRID3
* xyz -1 1
O -2.71 -2.50 -1.39
H -2.30 -1.96 -0.64
H -3.60 -2.16 -1.47
O -0.82 3.31 -1.59
H -0.97 2.40 -1.26
H -1.69 3.49 -1.95
O -0.71 -1.32 3.48
H -2.59 1.42 1.87
H 1.85 -2.38 1.22
O 0.19 -1.51 0.23
H -0.18 -2.39 0.17
H 3.18 -0.43 1.48
O 4.31 0.40 -1.81
H -1.71 0.00 -2.26
H -0.58 -0.95 0.01
O 1.94 -2.22 2.16
H 1.67 -3.01 2.62
H -2.92 -0.90 1.00
O -2.31 -0.59 0.33
H -1.03 -0.49 3.09
O -1.85 1.01 2.34
H 0.10 -1.50 3.00
H -1.76 0.27 1.69
O 1.53 2.26 -3.19
H 0.62 2.59 -3.07
H 1.89 2.58 -2.36
O -1.71 0.79 -1.72
H 4.60 1.19 -1.34
H -2.29 0.58 -0.96
O 3.37 0.49 1.75
H 3.78 0.77 -2.51
H 2.69 0.76 1.11
*
```

Values from the calculation:
Kohn-Sham gap   9.20 eV

=====

Which of them is most stable? Easy: 2.

=====

1.
Computed, not measured: a single C5H3N3 molecule, with ωB97M-V/def2-TZVPD.

```
! RIJCOSX wB97M-V def2-TZVPD def2/J DEFGRID3
* xyz 0 1
H 2.72 -1.70 -0.32
N 2.69 -0.57 -0.02
C 1.51 -0.20 -0.03
C 1.07 1.17 0.02
C -0.31 1.32 0.03
C -0.62 -0.12 0.02
C -2.03 -0.41 0.27
N -3.26 -0.32 -0.21
N 0.35 -1.00 0.04
H 1.77 1.93 -0.07
H -0.71 2.45 -0.16
*
```

Values from the calculation:
Kohn-Sham gap   8.63 eV

=====

2.
Computed, not measured: C5H3N3 as an isolated structure, with ωB97M-V/def2-TZVPD.

```
! RIJCOSX wB97M-V def2-TZVPD def2/J DEFGRID3
* xyz 0 1
C 0.58 -0.99 -1.45
C 0.17 0.86 -0.49
C -0.67 1.50 1.20
C -0.40 -0.21 0.28
C 0.06 -1.45 -0.18
H 0.82 -1.92 -2.12
H -0.77 2.20 2.01
H 0.17 -2.52 0.64
N 0.90 0.21 -1.51
N 0.09 1.95 0.22
N -0.94 0.36 1.38
*
```

Values from the calculation:
Kohn-Sham gap   7.11 eV

=====

Which of them is most stable? Easy: 1.

=====

1.
Computed, not measured: an isolated ion of composition CH3N2O2 and charge -1, with ωB97M-V/def2-TZVPD.

```
! RIJCOSX wB97M-V def2-TZVPD def2/J DEFGRID3
* xyz -1 1
C -0.54 -0.93 0.47
N -0.56 0.59 -0.30
N 0.58 1.02 -0.54
O 0.67 2.08 -1.15
O 1.63 0.35 -0.27
H -0.55 -0.45 1.51
H 0.37 -1.52 0.16
H -1.61 -1.14 0.13
*
```

Values from the calculation:
Kohn-Sham gap   8.29 eV

=====

2.
Computed, not measured: a 2-piece molecular cluster, CH3N2O2 overall, with ωB97M-V/def2-TZVPD.

```
! RIJCOSX wB97M-V def2-TZVPD def2/J DEFGRID3
* xyz -1 1
C 0.39 -0.10 -0.16
N -2.31 -0.83 -0.15
N -3.06 0.11 0.08
O -2.92 1.22 0.42
O -4.18 -0.48 -0.15
H 0.46 -0.30 -1.22
H 0.02 0.90 -0.06
H 0.39 -1.00 0.54
*
```

Values from the calculation:
Kohn-Sham gap (alpha / beta)   6.95 / 8.22 eV

=====

Which of them is most stable? Easy: 1.